# 1
DFT (the ωB97M-V functional and the def2-TZVPD basis) results for a cluster of 2 separate species, C4H13N3 in total.

Properties
Net charge: +1
Energy above the lowest of the compared OMol25 structures with the same formula, charge and spin in kJ/mol: 201.13
Multiplicity: 2
Max |F| in eV/Å: 1.85
Total energy in eV: -8818.920
Expectation value of S²: 0.754
Kohn-Sham gap (spin up / spin down) in eV: 7.49 / 9.62

Positions of all 20 atoms, in Å:
C1 1.09 -0.38 0.90
C2 -0.28 -0.79 0.50
C3 -0.63 0.50 -0.24
C4 0.23 1.45 -0.68
N1 0.03 2.13 -1.92
N2 -2.05 0.58 -0.77
N3 1.57 -2.85 1.88
H1 1.94 -0.68 0.31
H2 1.04 0.16 1.84
H3 -0.06 -1.65 -0.18
H4 -1.02 -1.04 1.27
H5 1.05 1.91 -0.13
H6 -0.37 3.05 -1.75
H7 0.93 2.25 -2.36
H8 -2.06 1.26 -1.55
H9 -2.64 0.98 -0.03
H10 -2.48 -0.26 -1.15
H11 1.64 -2.55 2.84
H12 0.67 -3.33 1.83
H13 2.32 -3.48 1.63


# 2
DFT (the ωB97M-V functional and the def2-TZVPD basis) results for the molecule C2H6OS.

Properties
Energy above the lowest of the compared OMol25 structures with the same formula, charge and spin in kJ/mol: 77.84
Max |F| in eV/Å: 3.19
SMILES string: COSC
Total energy in eV: -15052.625
Kohn-Sham gap in eV: 9.72

Positions of all 10 atoms, in Å:
C1 -0.02 0.92 1.43
O1 -0.54 -0.35 1.15
S1 0.53 -1.37 0.08
C2 0.00 -0.82 -1.56
H1 -0.83 1.46 1.93
H2 0.25 1.47 0.52
H3 0.85 0.87 2.09
H4 0.82 -1.07 -2.22
H5 -0.15 0.25 -1.55
H6 -0.90 -1.34 -1.86


# 3
DFT (the ωB97M-V functional and the def2-TZVPD basis) results for the molecule C6H14N2.

Properties
Energy above the lowest of the compared OMol25 structures with the same formula, charge and spin in kJ/mol: 450.28
Max |F| in eV/Å: 1.02
Total energy in eV: -9424.818
Kohn-Sham gap (spin up / spin down) in eV: 8.10 / 5.98

Positions of all 22 atoms, in Å:
C1 -0.89 2.26 -0.01
N1 -0.33 0.96 0.37
C2 -1.04 -0.29 -0.10
C3 -2.14 -0.72 0.69
H1 -0.23 0.91 1.38
H2 -1.31 -0.11 -1.14
H3 -1.91 2.40 0.35
H4 -0.25 3.06 0.38
H5 -0.89 2.33 -1.10
H6 -3.08 -0.99 0.24
H7 -1.99 -0.95 1.74
C4 2.45 0.14 0.51
N2 0.27 -2.26 -1.20
C5 0.34 -1.21 -0.19
C6 1.29 -0.13 -0.39
H8 0.19 -1.84 -2.13
H9 -0.60 -2.77 -1.05
H10 0.47 -1.69 0.79
H11 1.34 0.30 -1.38
H12 2.23 -0.14 1.54
H13 2.75 1.19 0.49
H14 3.32 -0.45 0.19


# 4
DFT (the ωB97M-V functional and the def2-TZVPD basis) results for a structure of composition C9H11ClN2O2SSn.

Properties
Net charge: +2
Energy above the lowest of the compared OMol25 structures with the same formula, charge and spin in kJ/mol: 26.47
Max |F| in eV/Å: 3.50
Total energy in eV: -45755.105
Kohn-Sham gap (spin up / spin down) in eV: 5.49 / 5.42

Positions of all 27 atoms, in Å:
Cl1 2.88 -0.21 -0.72
C1 -0.29 2.52 -0.12
C2 -1.53 1.93 -0.43
C3 -1.41 1.29 -1.68
H1 -2.43 1.99 0.17
C4 -0.08 1.47 -2.19
C5 0.60 2.26 -1.21
H2 1.62 2.58 -1.28
H3 -0.07 3.12 0.76
H4 -2.18 0.71 -2.18
C6 0.50 0.83 -3.37
Sn1 0.52 0.04 -0.25
C7 -1.73 -0.96 1.12
C8 1.08 0.09 2.09
O1 -2.81 -1.22 1.50
O2 1.81 -0.16 2.92
H5 0.08 -0.15 -3.59
H6 1.57 0.66 -3.25
H7 0.38 1.42 -4.28
N1 1.16 -3.83 2.52
C9 0.21 -2.91 2.60
N2 -0.41 -2.62 3.73
S1 -0.21 -2.31 0.84
H8 1.25 -4.62 3.10
H9 1.57 -3.88 1.59
H10 -1.01 -1.82 3.83
H11 -0.41 -3.26 4.50


# 5
DFT (the ωB97M-V functional and the def2-TZVPD basis) results for a structure of composition C13H30CoF6NO5P.

Properties
Multiplicity: 4
Max |F| in eV/Å: 2.31
Total energy in eV: -88920.136
Expectation value of S²: 3.756
Kohn-Sham gap (spin up / spin down) in eV: 8.14 / 8.26

Positions of all 57 atoms, in Å:
Co1 0.41 -0.90 1.16
P1 2.02 -3.24 3.40
F1 2.26 -1.89 4.30
F2 0.86 -3.64 4.41
F3 0.75 -2.34 2.54
F4 1.65 -4.44 2.40
F5 3.08 -2.76 2.30
F6 3.09 -4.16 4.23
C1 1.81 1.22 -1.82
C2 0.38 1.63 -1.85
C3 0.04 1.81 -3.39
C4 -1.44 2.07 -3.70
C5 -2.28 1.10 -2.91
C6 -1.91 0.95 -1.45
N1 -0.49 0.59 -1.30
O1 -0.29 0.52 0.16
C7 -2.84 -0.16 -0.95
C8 -2.30 2.23 -0.68
C9 0.27 2.99 -1.11
H1 1.98 0.25 -2.28
H2 2.12 1.21 -0.78
H3 2.50 1.90 -2.29
H4 0.39 0.96 -3.97
H5 0.64 2.65 -3.74
H6 -1.60 1.90 -4.76
H7 -1.70 3.12 -3.56
H8 -2.05 0.09 -3.37
H9 -3.34 1.27 -3.05
H10 -3.89 -0.03 -1.30
H11 -2.87 -0.01 0.16
H12 -2.51 -1.17 -1.09
H13 -1.78 2.32 0.26
H14 -3.35 2.15 -0.35
H15 -2.29 3.14 -1.25
H16 -0.42 3.67 -1.57
H17 1.26 3.38 -1.10
H18 0.06 2.97 -0.04
C10 0.61 1.08 3.43
C11 -0.38 0.08 3.93
O2 -1.05 -0.30 2.73
O3 1.47 0.35 2.49
H19 1.23 1.52 4.20
H20 0.04 1.85 2.89
H21 -1.11 0.49 4.61
H22 0.14 -0.80 4.36
H23 -1.92 -0.02 2.43
H24 2.19 0.88 2.14
C12 0.24 -2.62 -1.05
C13 1.70 -2.89 -0.60
O4 2.19 -1.61 -0.03
O5 -0.50 -2.43 0.15
H25 0.01 -3.57 -1.52
H26 0.18 -1.74 -1.72
H27 2.35 -3.08 -1.42
H28 1.58 -3.67 0.16
H29 3.04 -1.74 0.43
H30 -0.22 -3.14 0.75


# 6
DFT (the ωB97M-V functional and the def2-TZVPD basis) results for a cluster of 9 separate species, C41H84N2O12S8 in total.

Properties
Max |F| in eV/Å: 5.86
Total energy in eV: -158090.357
Kohn-Sham gap in eV: 8.39

Positions of all 147 atoms, in Å:
C1 -0.68 -0.29 1.89
C2 0.43 0.46 2.83
C3 1.37 -0.74 3.40
C4 2.19 -1.47 2.23
C5 2.68 -2.91 2.83
N1 1.70 -4.01 2.51
C6 1.86 -5.14 3.47
C7 2.35 -6.51 2.74
C8 2.81 -6.57 1.25
C9 3.28 -7.93 0.66
C10 3.33 -9.23 1.51
C11 2.87 -9.17 3.00
C12 2.38 -7.81 3.60
O1 2.00 -7.80 4.99
O2 1.18 1.49 2.13
C13 0.67 2.82 2.36
C14 1.73 3.99 2.00
O3 2.61 4.18 3.13
C15 3.81 4.90 2.79
C16 4.26 5.69 4.14
N2 5.60 6.33 4.04
C17 3.64 6.02 1.66
C18 2.93 7.41 1.89
C19 2.82 8.50 0.78
C20 3.44 8.24 -0.64
C21 4.13 6.88 -0.91
C22 4.23 5.79 0.22
C23 -0.71 3.17 1.61
C24 -0.63 2.50 0.01
C25 -0.25 3.63 -1.18
O4 0.74 2.49 -0.62
H1 -1.67 0.30 1.94
H2 -0.31 -0.22 0.80
H3 -0.80 -1.37 2.22
H4 -0.15 0.87 3.73
H5 2.03 -0.39 4.28
H6 0.63 -1.51 3.85
H7 1.57 -1.71 1.30
H8 3.14 -0.88 2.00
H9 3.67 -3.24 2.33
H10 2.81 -2.76 3.96
H11 0.76 -3.58 2.60
H12 0.90 -5.33 4.06
H13 2.68 -4.90 4.24
H14 2.79 -5.60 0.65
H15 3.62 -7.90 -0.44
H16 3.70 -10.23 1.09
H17 2.92 -10.14 3.60
H18 1.16 -8.32 5.06
H19 0.46 2.93 3.49
H20 2.25 3.73 1.01
H21 1.10 4.96 1.91
H22 4.69 4.23 2.46
H23 4.27 4.92 5.00
H24 3.49 6.52 4.39
H25 5.61 7.07 3.32
H26 6.32 5.62 3.86
H27 2.49 7.66 2.91
H28 2.29 9.49 1.02
H29 3.31 9.07 -1.42
H30 4.55 6.72 -1.96
H31 4.78 4.82 -0.04
H32 -0.85 4.27 1.36
H33 -1.65 2.72 2.10
H34 -1.42 1.64 -0.27
H35 -0.34 3.09 -2.18
H36 0.57 4.39 -0.93
C26 1.98 8.22 8.82
S1 2.48 8.51 7.11
O5 1.77 7.51 6.26
C27 4.19 7.95 7.31
H37 0.93 8.47 8.92
H38 2.13 7.17 9.08
H39 2.57 8.86 9.48
H40 4.20 6.92 7.66
H41 4.70 8.59 8.02
H42 4.69 8.01 6.34
C28 -0.40 -5.46 -0.89
S2 0.05 -3.82 -0.28
O6 -0.98 -3.42 0.73
C29 -0.31 -2.94 -1.81
H43 -0.28 -6.18 -0.08
H44 -1.44 -5.46 -1.23
H45 0.27 -5.73 -1.72
H46 -1.36 -3.10 -2.10
H47 0.35 -3.30 -2.61
H48 -0.14 -1.88 -1.65
C30 -3.37 3.16 5.05
S3 -3.60 1.48 4.44
O7 -3.80 1.56 2.96
C31 -5.22 1.23 5.19
H49 -2.43 3.54 4.67
H50 -4.19 3.80 4.70
H51 -3.35 3.15 6.14
H52 -5.92 1.99 4.83
H53 -5.13 1.29 6.28
H54 -5.59 0.24 4.91
C32 1.46 14.13 1.53
S4 2.54 12.77 1.04
O8 1.80 11.50 1.29
C33 3.73 12.98 2.38
H55 0.62 14.17 0.85
H56 1.10 13.97 2.55
H57 2.02 15.07 1.48
H58 3.22 12.88 3.35
H59 4.21 13.95 2.30
H60 4.49 12.20 2.30
C34 -1.18 -5.89 -4.56
S5 -2.78 -5.06 -4.47
O9 -3.17 -4.99 -3.02
C35 -3.73 -6.40 -5.21
H61 -0.43 -5.25 -4.10
H62 -1.22 -6.84 -4.01
H63 -0.92 -6.07 -5.60
H64 -3.61 -7.32 -4.63
H65 -3.39 -6.56 -6.24
H66 -4.78 -6.12 -5.23
C36 -3.33 -9.75 -8.23
S6 -4.93 -8.91 -8.14
O10 -5.32 -8.84 -6.70
C37 -5.88 -10.25 -8.89
H67 -2.58 -9.10 -7.78
H68 -3.37 -10.69 -7.69
H69 -3.07 -9.93 -9.28
H70 -5.76 -11.17 -8.30
H71 -5.53 -10.42 -9.91
H72 -6.93 -9.97 -8.90
C38 -4.23 3.27 -0.06
S7 -4.63 2.97 -1.80
O11 -3.35 2.67 -2.51
C39 -5.08 4.68 -2.18
H73 -3.88 2.34 0.38
H74 -3.44 4.02 0.01
H75 -5.12 3.61 0.47
H76 -4.24 5.34 -1.97
H77 -5.95 4.97 -1.58
H78 -5.34 4.73 -3.24
C40 -2.85 -10.19 -12.90
S8 -4.12 -11.47 -12.79
O12 -4.88 -11.24 -11.52
C41 -2.99 -12.84 -12.50
H79 -3.33 -9.23 -13.04
H80 -2.26 -10.17 -11.98
H81 -2.20 -10.40 -13.75
H82 -2.40 -12.65 -11.61
H83 -2.34 -12.96 -13.37
H84 -3.58 -13.75 -12.37


# 7
DFT (the ωB97M-V functional and the def2-TZVPD basis) results for the molecule C8H18O6P2S.

Properties
Max |F| in eV/Å: 0.53
SMILES string: CCP(CC)[C@@]1(P(=O)(O)O)CCCOS1(=O)=O
Total energy in eV: -50287.783
Kohn-Sham gap in eV: 9.09

Positions of all 35 atoms, in Å:
C1 1.19 -0.86 -2.63
C2 0.22 0.31 -2.46
P1 -1.13 0.42 -1.18
C3 -1.64 -1.36 -1.08
C4 -2.44 -1.87 0.14
C5 -0.27 0.75 0.51
P2 -1.63 1.51 1.54
O1 -2.96 1.04 1.17
O2 -1.24 1.17 3.06
O3 -1.40 3.07 1.46
C6 0.40 -0.42 1.30
C7 1.70 -0.96 0.70
C8 2.74 0.10 0.45
O4 2.19 1.17 -0.35
S1 1.02 2.00 0.31
O5 1.45 2.39 1.62
O6 0.65 2.95 -0.68
H1 1.31 -1.11 -3.69
H2 2.18 -0.61 -2.24
H3 0.87 -1.77 -2.13
H4 -0.39 0.41 -3.36
H5 0.76 1.25 -2.39
H6 -0.80 -2.03 -1.29
H7 -2.29 -1.44 -1.96
H8 -3.49 -2.03 -0.13
H9 -2.46 -1.18 0.97
H10 -2.04 -2.82 0.49
H11 -2.00 0.74 3.49
H12 -1.10 3.47 2.29
H13 -0.31 -1.24 1.35
H14 0.58 -0.10 2.32
H15 2.12 -1.68 1.40
H16 1.50 -1.51 -0.23
H17 3.58 -0.28 -0.12
H18 3.12 0.54 1.38


Which formula does entry 2 have? C2H6OS


The lowest total energy belongs to which entry? C41H84N2O12S8


Which value of max |F| does entry 1 give? 1.85 eV/Å


What is the max |F| in the fourth record? 3.50 eV/Å